{"formula": "C25H68NO14S11", "method": "ωB97M-V/def2-TZVPD", "multiplicity": 1, "total_charge": 1, "homo_energy_ha": -0.3631, "e_above_lowest_ev": 0.000, "homo_lumo_gap_ev": 7.114, "total_energy_ev": -176355.3081, "symbols": ["C", "C", "O", "N", "S", "C", "C", "C", "S", "O", "O", "O", "C", "C", "O", "H", "H", "H", "H", "H", "H", "H", "H", "H", "H", "H", "H", "H", "H", "C", "S", "O", "C", "H", "H", "H", "H", "H", "H", "C", "S", "O", "C", "H", "H", "H", "H", "H", "H", "C", "S", "O", "C", "H", "H", "H", "H", "H", "H", "C", "S", "O", "C", "H", "H", "H", "H", "H", "H", "C", "S", "O", "C", "H", "H", "H", "H", "H", "H", "C", "S", "O", "C", "H", "H", "H", "H", "H", "H", "C", "S", "O", "C", "H", "H", "H", "H", "H", "H", "C", "S", "O", "C", "H", "H", "H", "H", "H", "H", "C", "S", "O", "C", "H", "H", "H", "H", "H", "H"], "coordinates": [[-2.649225, 1.651263, -1.390205], [-1.961937, 2.948174, -1.059664], [-1.373247, 3.081023, -0.067040], [-1.988722, 4.096896, -1.991978], [-3.496890, 4.215480, -2.751531], [-4.647437, 4.890725, -1.496521], [-6.115532, 4.464565, -1.710686], [-6.318539, 2.941228, -1.943448], [-8.023633, 2.384898, -1.815442], [-8.682841, 2.659591, -3.045498], [-7.984498, 0.983297, -1.549912], [-8.722944, 3.124607, -0.573136], [-0.982966, 3.953649, -3.094034], [0.414313, 4.485323, -2.814479], [-1.338232, 3.458173, -4.093612], [-2.251863, 0.859466, -0.753878], [-2.546782, 1.335292, -2.441349], [-3.742811, 1.684583, -1.166310], [-3.930925, 2.953716, -3.061427], [-4.595741, 5.975956, -1.658385], [-4.275807, 4.724852, -0.476851], [-6.504728, 5.048200, -2.557294], [-6.724830, 4.777366, -0.850907], [-6.035530, 2.718731, -2.980957], [-5.651075, 2.359443, -1.287753], [-9.604593, 2.704410, -0.528080], [0.727482, 5.028950, -3.708073], [1.080064, 3.653682, -2.562267], [0.312187, 5.162649, -1.959304], [2.984283, 4.825072, -6.418913], [3.665550, 4.710185, -4.757652], [2.937266, 5.698921, -3.908260], [5.264866, 5.425111, -5.158939], [1.957818, 4.462180, -6.393740], [2.996376, 5.863104, -6.752343], [3.571467, 4.203887, -7.095259], [5.129260, 6.424470, -5.572763], [5.777940, 4.784672, -5.876453], [5.850583, 5.485994, -4.243656], [-2.492812, -1.985960, -4.916752], [-1.887006, -2.256735, -3.246850], [-2.562021, -1.262051, -2.355956], [-0.226064, -1.659210, -3.542816], [-3.545603, -2.262220, -4.947601], [-2.382794, -0.933890, -5.184248], [-1.930585, -2.613563, -5.608887], [-0.258067, -0.624187, -3.891608], [0.269023, -2.301529, -4.285933], [0.320892, -1.708225, -2.601011], [2.037716, -5.479521, -3.368799], [2.232887, -4.199385, -4.610887], [0.859431, -3.869738, -5.113375], [3.021413, -5.247904, -5.838902], [1.521476, -5.048924, -2.512974], [1.446496, -6.300107, -3.779029], [3.017613, -5.832527, -3.059019], [2.370479, -6.088524, -6.080582], [3.973445, -5.605949, -5.447569], [3.196885, -4.653870, -6.734141], [3.543021, -4.264120, 0.463555], [4.754508, -3.719027, -0.744065], [4.362221, -4.310297, -2.058019], [6.120256, -4.697346, -0.101382], [2.588137, -3.799332, 0.223728], [3.441226, -5.349019, 0.419910], [3.852621, -3.954995, 1.463122], [5.852577, -5.754217, -0.106057], [6.352584, -4.371120, 0.912636], [6.986196, -4.537931, -0.741954], [3.816838, -3.193266, 6.070850], [2.470245, -3.157664, 4.881137], [2.943427, -3.859737, 3.652607], [2.556901, -1.392933, 4.556891], [3.967368, -4.225296, 6.384407], [4.726303, -2.812844, 5.605769], [3.551634, -2.585504, 6.936211], [3.553851, -1.132048, 4.194380], [2.331701, -0.844479, 5.472537], [1.813412, -1.149877, 3.798657], [0.544268, 3.173088, 4.658525], [-0.772057, 1.948538, 4.566224], [-0.549880, 0.975083, 5.667736], [-0.202053, 1.179516, 3.041653], [0.407644, 3.751410, 5.570476], [1.513202, 2.673168, 4.685062], [0.484488, 3.836628, 3.795046], [0.815368, 0.809562, 3.172703], [-0.238647, 1.908005, 2.230664], [-0.865945, 0.347859, 2.810322], [-7.059914, -0.540600, 0.565346], [-6.108286, 0.937967, 0.920414], [-4.826776, 0.841428, 0.142686], [-5.700376, 0.527825, 2.616322], [-7.374243, -0.501364, -0.476730], [-6.442299, -1.423719, 0.729723], [-7.938707, -0.566969, 1.209505], [-5.165153, -0.421004, 2.645630], [-6.612889, 0.463023, 3.208148], [-5.064870, 1.314711, 3.018933], [-2.718432, -2.722618, 7.090441], [-2.693593, -1.447553, 5.820030], [-4.111082, -1.132913, 5.476994], [-2.050208, -2.505532, 4.512138], [-3.129394, -2.288186, 7.999772], [-3.344410, -3.556226, 6.769056], [-1.700697, -3.065093, 7.278956], [-2.718692, -3.353464, 4.357312], [-1.053924, -2.854888, 4.785396], [-1.989703, -1.918385, 3.596922], [7.931608, -2.037340, 3.718971], [7.050233, -0.623863, 4.397133], [5.594882, -0.862985, 4.174222], [7.593867, 0.554194, 3.152318], [7.699224, -2.909012, 4.328476], [7.611341, -2.214129, 2.691595], [9.004229, -1.846059, 3.753390], [7.295671, 0.209459, 2.161663], [8.677218, 0.662710, 3.205106], [7.123085, 1.512959, 3.361760]], "forces_ev_per_angstrom": [[-0.643, 0.155, -0.890], [-1.000, -1.747, -0.845], [1.840, 0.939, 2.483], [-1.321, -0.128, -0.792], [-0.058, 0.841, -0.810], [-0.255, 0.081, 0.579], [-0.356, -0.217, -0.386], [0.557, 1.385, 0.526], [-0.175, -1.855, -1.235], [-0.253, 1.606, -0.165], [0.206, 0.061, 0.644], [0.734, 0.008, -0.753], [1.661, 0.704, 1.574], [-1.504, 0.094, 0.685], [-0.885, -0.780, -1.994], [-0.033, 0.228, -0.117], [0.143, 0.108, 0.260], [0.887, 0.010, 0.000], [0.177, 0.304, 0.658], [0.234, -0.308, -0.092], [0.031, -0.456, -0.356], [-0.022, -0.351, 0.111], [0.513, 0.037, -0.020], [-0.600, -0.320, 0.176], [-0.638, -0.057, 0.076], [0.095, 0.206, 0.175], [0.249, -0.221, 0.245], [-0.012, 0.219, -0.205], [0.490, -0.108, -0.216], [-0.043, 0.089, -0.077], [0.111, -0.038, -0.051], [0.040, -0.003, -0.172], [0.077, 0.093, -0.016], [0.033, -0.031, 0.060], [0.024, 0.008, 0.068], [-0.001, -0.025, 0.042], [-0.074, -0.015, 0.024], [-0.035, -0.036, 0.024], [-0.072, -0.041, 0.024], [-0.064, 0.050, -0.107], [0.184, -0.126, -0.005], [-0.039, 0.213, -0.134], [0.202, 0.204, -0.138], [0.024, -0.019, 0.080], [0.039, 0.005, 0.061], [0.049, -0.022, 0.076], [-0.143, 0.017, 0.072], [-0.279, 0.165, 0.258], [-0.087, -0.022, 0.039], [-0.164, -0.297, -0.089], [0.210, -0.083, 0.210], [0.099, -0.429, -0.315], [-0.042, -0.072, -0.149], [0.052, 0.075, -0.035], [-0.069, 0.114, -0.099], [0.015, 0.130, 0.026], [-0.043, 0.037, 0.043], [-0.016, 0.064, 0.064], [-0.028, 0.048, 0.051], [0.055, -0.036, 0.058], [-0.095, 0.031, 0.137], [0.177, -0.014, 0.095], [0.088, -0.100, -0.019], [0.056, 0.053, -0.035], [0.050, 0.008, -0.057], [-0.074, 0.022, 0.009], [-0.059, 0.027, -0.018], [-0.058, 0.026, -0.006], [-0.060, 0.045, -0.035], [0.185, -0.083, 0.057], [-0.043, 0.112, 0.067], [0.073, 0.036, -0.036], [0.119, 0.173, -0.146], [-0.106, -0.007, -0.037], [-0.093, 0.077, -0.085], [-0.046, -0.003, -0.027], [-0.132, -0.134, 0.088], [-0.084, -0.045, 0.002], [-0.079, -0.149, 0.070], [0.127, 0.050, -0.030], [-0.068, 0.037, 0.037], [0.200, 0.088, -0.166], [0.107, -0.021, -0.091], [-0.072, -0.059, 0.002], [-0.042, -0.060, 0.009], [-0.039, -0.016, 0.004], [-0.013, 0.041, 0.065], [-0.055, 0.000, 0.016], [-0.050, 0.038, 0.057], [0.136, -0.421, -0.141], [-0.400, -0.376, 0.400], [-0.201, 0.088, 0.044], [0.127, 0.011, 0.071], [0.188, -0.088, 0.442], [0.100, 0.085, 0.163], [0.018, 0.074, 0.046], [-0.019, 0.015, -0.017], [-0.010, 0.012, -0.041], [-0.016, 0.011, -0.038], [-0.107, -0.185, -0.020], [0.115, 0.106, 0.163], [-0.049, -0.135, -0.155], [-0.032, -0.139, -0.034], [0.009, 0.078, -0.058], [-0.010, 0.035, -0.030], [0.014, 0.054, -0.024], [-0.029, 0.034, 0.025], [0.013, 0.038, 0.022], [-0.026, 0.053, 0.048], [0.000, -0.093, -0.095], [0.144, 0.040, 0.060], [0.225, -0.001, -0.099], [-0.016, 0.040, -0.131], [-0.033, 0.064, 0.041], [-0.048, 0.060, 0.017], [-0.018, 0.027, 0.039], [-0.034, -0.053, 0.042], [-0.012, -0.015, 0.051], [-0.018, -0.048, 0.073]], "lowdin_charge": [-0.03, -0.50, 0.18, -0.20, 1.21, -0.30, -0.22, -0.23, 0.59, -0.25, -0.31, -0.14, -0.49, 0.03, 0.12, 0.10, 0.08, 0.05, 0.04, 0.10, 0.11, 0.13, 0.12, 0.11, 0.05, 0.12, 0.07, 0.11, 0.10, -0.26, 0.81, -0.57, -0.27, 0.05, 0.06, 0.06, 0.06, 0.06, 0.05, -0.26, 0.83, -0.57, -0.28, 0.05, 0.05, 0.06, 0.05, 0.00, 0.05, -0.27, 0.83, -0.59, -0.26, 0.05, 0.06, 0.03, 0.06, 0.06, 0.05, -0.26, 0.82, -0.58, -0.27, 0.05, 0.07, 0.03, 0.06, 0.05, 0.05, -0.26, 0.81, -0.56, -0.26, 0.05, 0.03, 0.06, 0.02, 0.06, 0.03, -0.27, 0.80, -0.57, -0.26, 0.05, 0.06, 0.05, 0.04, 0.04, 0.04, -0.24, 0.85, -0.56, -0.25, 0.02, 0.07, 0.07, 0.06, 0.07, 0.05, -0.26, 0.80, -0.56, -0.26, 0.05, 0.06, 0.05, 0.06, 0.04, 0.04, -0.26, 0.84, -0.57, -0.27, 0.05, 0.05, 0.06, 0.06, 0.06, 0.05]}